79
Properties=species:S:1:pos:R:3:lowdin_spin:R:1 method="wB97M-V/def2-TZVPD" lumo_ev="-0.35 / -0.35" multiplicity=2 s_squared=0.785 e_homo_ha="-0.259 / -0.242" total_charge=0 largest_force_ev_per_a=2.1
Tc 0.73065 -0.37966 0.63720 0.95
O 0.83089 0.13616 -4.92525 0.00
C 1.85947 0.90965 -4.47861 0.00
C 2.75956 1.32722 -5.45554 0.00
C 3.84583 2.10488 -5.11007 0.00
C 4.06461 2.47159 -3.78411 0.00
C 3.17440 2.05075 -2.81924 0.00
C 2.05327 1.28455 -3.14790 0.00
C 1.13923 0.81693 -2.06326 0.00
O 1.83401 -0.22044 -1.23122 0.02
N 0.73786 1.88634 -1.21910 0.00
N 0.36445 1.57015 0.10442 0.01
C 0.10612 2.62620 0.80906 -0.05
C -0.11141 2.69017 2.24853 0.00
Br 0.25869 1.17602 3.33270 0.05
C -0.46275 3.81193 2.88974 -0.03
C -0.92992 5.08962 2.31699 0.00
C -0.66488 6.25301 3.04199 0.00
C -1.06722 7.49453 2.57791 0.00
C -1.76504 7.59551 1.38184 -0.01
C -2.07035 6.44513 0.66866 0.00
C -1.66345 5.20280 1.13317 -0.01
H 0.23296 -0.10969 -4.21266 0.00
H 2.58277 1.02216 -6.47841 0.00
H 4.53656 2.42371 -5.88029 0.00
H 4.92797 3.06164 -3.50930 0.00
H 3.36983 2.27885 -1.77486 0.00
H 0.25730 0.31221 -2.44300 0.00
H 1.36310 2.67965 -1.25192 0.00
H 0.15151 3.58804 0.30880 0.00
H -0.38527 3.80064 3.97065 0.00
H -0.12202 6.17679 3.97688 0.00
H -0.84273 8.38269 3.15450 0.00
H -2.09057 8.56238 1.02020 0.00
H -2.64488 6.50957 -0.24685 0.00
H -1.97592 4.31708 0.59671 0.00
Cl -0.32333 -6.46976 3.55386 0.00
C -0.52387 -4.85814 2.96477 0.00
C -1.67434 -4.13728 3.25605 0.00
Cl -2.92521 -4.83575 4.22155 0.00
C -1.82028 -2.83398 2.76602 0.00
Cl -3.22946 -1.89290 3.10087 0.00
C -0.82352 -2.26218 1.99561 0.01
O -0.90958 -1.01657 1.49778 0.02
C 0.34563 -2.98386 1.70846 0.00
O 1.25884 -2.35875 0.96768 0.01
C 0.48387 -4.27745 2.18786 0.00
Cl 1.93844 -5.13454 1.79131 0.00
Cl 4.66083 -0.57421 -1.70136 0.00
C 3.44739 -1.69739 -2.15539 0.00
C 2.11702 -1.41169 -1.88353 0.00
C 1.12875 -2.33819 -2.18888 0.00
Cl -0.50498 -2.05370 -1.71709 0.02
C 1.46105 -3.53365 -2.81775 0.00
Cl 0.23266 -4.66664 -3.20343 0.00
C 2.79178 -3.80968 -3.11810 0.00
Cl 3.20429 -5.28084 -3.89966 0.00
C 3.78623 -2.89860 -2.77379 0.00
Cl 5.43223 -3.25209 -3.11199 0.00
C 2.72702 -2.48036 4.86955 0.00
C 3.66679 -2.45472 3.66860 0.00
N 3.26067 -1.49763 2.65231 0.00
C 3.56445 -0.20264 2.63727 0.00
S 3.03150 0.83546 1.37879 0.00
N 4.30510 0.27018 3.65191 0.00
C 4.63516 1.67993 3.83041 0.00
C 5.42725 1.85336 5.11173 0.00
H 3.08752 -3.18215 5.62357 0.00
H 1.72870 -2.79557 4.55835 0.00
H 2.63273 -1.49575 5.33584 0.00
H 3.67110 -3.43005 3.18739 0.00
H 4.69892 -2.24878 3.96657 0.00
H 2.65480 -1.84103 1.90023 0.00
H 4.45656 -0.33272 4.44341 0.00
H 3.71523 2.26683 3.85208 0.00
H 5.20958 2.02123 2.96987 0.00
H 4.84789 1.53259 5.98103 0.00
H 5.68459 2.90218 5.25581 0.00
H 6.35636 1.28056 5.08321 0.00



72
Properties=species:S:1:pos:R:3:lowdin_spin:R:1 method="wB97M-V/def2-TZVPD" relative_energy_ev=0.3352 lumo_ev="-6.86 / -6.92" multiplicity=3 s_squared=2.070 e_homo_ha="-0.475 / -0.502" total_charge=+2 largest_force_ev_per_a=1.0
Mo 1.41173 0.24019 -0.04005 1.61
O -0.51039 -0.10470 0.97787 0.01
S -0.90625 1.31360 1.87863 0.02
C -0.74901 -1.40064 1.65225 0.00
C -2.20329 -1.76006 1.78845 0.00
C -2.87893 -2.32928 0.54564 0.00
C -3.10370 -1.36988 -0.60270 0.00
S -1.34196 -2.03633 -2.38673 -0.01
O -1.82648 -1.01359 -1.25585 0.00
C -1.70770 -1.29367 -3.91992 0.00
C -1.22573 -0.02908 -4.25418 0.00
C -1.56103 0.49452 -5.48498 0.00
C -2.35446 -0.24523 -6.36270 0.00
C -2.81698 -1.50641 -6.02068 0.00
C -2.49446 -2.04683 -4.78531 0.00
C -2.53661 1.71153 1.34857 0.00
C -3.57468 1.59170 2.27216 0.00
C -4.85867 1.97207 1.91446 0.00
C -5.10845 2.44829 0.63482 0.00
C -4.07244 2.57317 -0.28538 0.00
C -2.78323 2.22566 0.07631 0.00
H -0.25997 -1.34567 2.62424 0.00
H -0.21976 -2.12798 1.03852 0.00
H -2.76791 -0.91367 2.17702 0.00
H -2.24026 -2.52327 2.56985 0.00
H -3.86349 -2.70909 0.82843 0.00
H -2.31629 -3.19745 0.18434 0.00
H -3.49338 -0.40461 -0.27968 0.00
H -3.77942 -1.78809 -1.34897 0.00
H -0.59089 0.51716 -3.56716 0.00
H -1.19775 1.47014 -5.77648 0.00
H -2.60249 0.16883 -7.33066 0.00
H -3.41798 -2.07551 -6.71546 0.00
H -2.82223 -3.04126 -4.51051 0.00
H -3.37229 1.20778 3.26412 0.00
H -5.66289 1.89272 2.63271 0.00
H -6.11239 2.73851 0.35587 0.00
H -4.26985 2.96690 -1.27297 0.00
H -1.96837 2.35596 -0.61804 0.00
Cl 3.86829 -0.26900 6.94779 0.00
C 3.32045 -0.40494 5.32154 0.01
C 3.14256 -1.67881 4.75529 0.00
C 2.70433 -1.82952 3.46054 0.01
C 2.42175 -0.70521 2.67497 0.00
O 1.99367 -0.89294 1.43848 0.07
C 2.60753 0.57893 3.24033 0.01
C 2.37914 1.75484 2.48868 0.02
O 1.99519 1.79522 1.29907 0.03
C 3.06053 0.71034 4.57371 0.01
H 3.35990 -2.55157 5.35667 0.00
H 2.57801 -2.81183 3.02567 0.00
H 2.56290 2.71710 2.97691 0.00
H 3.20122 1.69744 4.99605 0.00
N 0.82995 -0.92815 -1.26621 -0.08
C 0.46015 -1.77621 -2.17942 0.00
C 1.24724 -2.60717 -2.96734 0.11
C 2.65329 -2.51990 -2.81968 0.02
N 3.77558 -2.36033 -2.64290 0.05
C 0.62468 -3.53614 -3.83952 0.01
N 0.04449 -4.22261 -4.55990 0.06
Br 3.78892 0.39240 -1.18929 0.00
C 4.06232 2.26761 -0.98683 0.01
C 5.31109 2.70021 -0.58669 0.00
C 5.54302 4.06613 -0.46364 0.00
C 4.53124 4.97205 -0.73141 0.00
C 3.27697 4.52300 -1.13183 0.00
C 3.06039 3.16472 -1.25774 0.01
I 1.19021 2.48373 -1.90186 0.02
H 6.09659 1.98508 -0.38272 0.00
H 6.52105 4.41326 -0.16077 0.00
H 4.70918 6.03403 -0.63490 0.00
H 2.48561 5.22866 -1.34364 0.00



67
Properties=species:S:1:pos:R:3:lowdin_spin:R:1 method="wB97M-V/def2-TZVPD" relative_energy_ev=0.2802 lumo_ev="-8.57 / -11.89" multiplicity=6 s_squared=8.790 e_homo_ha="-0.599 / -0.614" total_charge=+3 largest_force_ev_per_a=0.9
Ir -0.07963 -1.01476 1.61340 2.28
C -1.75827 3.18156 -1.04197 0.00
C -0.26504 3.04936 -1.34605 0.01
C 0.66891 3.07404 -0.12069 0.07
Sb 2.36136 1.76427 -0.31007 0.46
C 2.31693 0.71335 1.55435 0.10
C 2.38342 1.41010 2.74871 0.03
C 2.27109 0.73687 3.97255 0.03
C 2.08220 -0.62879 4.00878 0.04
C 2.05911 -1.37020 2.81202 0.01
C 2.19249 -0.70536 1.57647 0.01
C 4.08392 2.96350 -0.12907 0.14
C 5.23926 2.38322 0.40142 0.04
C 6.35913 3.18484 0.55075 0.01
C 6.32648 4.51152 0.12545 0.05
C 5.17676 5.05689 -0.44212 0.01
C 4.04413 4.27508 -0.60400 0.04
Sb -2.67687 1.96654 0.47698 0.00
C -1.95392 2.37456 2.40820 0.01
C -1.16767 1.51747 3.16187 0.07
C -0.86592 1.79650 4.48404 0.01
C -1.32514 2.98138 5.04772 0.00
C -2.08021 3.86881 4.29074 0.00
C -2.41075 3.56402 2.97658 0.00
C -4.60895 2.73476 0.65657 0.00
C -5.37903 2.31349 1.73916 0.00
C -6.65082 2.84358 1.90477 0.00
C -7.13731 3.78005 0.99959 0.00
C -6.36195 4.19062 -0.07767 0.00
C -5.09043 3.66311 -0.26148 0.00
H -2.35601 2.99000 -1.93274 0.00
H -2.02326 4.16771 -0.65204 0.00
H -0.01569 3.88652 -2.00129 0.00
H -0.12419 2.15444 -1.94481 0.01
H 0.18730 2.68318 0.77727 0.00
H 1.04476 4.07156 0.10890 0.00
H 2.53398 2.48472 2.75014 0.00
H 2.34223 1.29425 4.89845 0.00
H 2.01948 -1.14513 4.95909 0.00
H 2.10238 -2.45181 2.85512 0.00
H 2.40051 -1.28605 0.68309 0.01
H 5.27094 1.34611 0.71336 0.00
H 7.26054 2.77063 0.98294 0.00
H 7.21441 5.12300 0.21983 0.00
H 5.16487 6.08781 -0.77129 0.00
H 3.16028 4.69792 -1.06764 0.00
H -0.79586 0.59411 2.70809 0.05
H -0.29455 1.09530 5.07709 0.00
H -1.09933 3.20776 6.08227 0.00
H -2.43630 4.79144 4.73045 0.00
H -3.04169 4.24394 2.41607 0.00
H -5.00089 1.59064 2.45474 0.00
H -7.25870 2.52906 2.74305 0.00
H -8.13036 4.18914 1.13178 0.00
H -6.74562 4.92087 -0.77783 0.00
H -4.50265 3.97875 -1.11533 0.00
Cl 0.11032 -0.07670 -0.70686 0.34
C -2.90166 -0.16389 0.30018 0.04
C -2.09004 -1.09906 0.99930 0.28
C -2.44524 -2.48772 0.93887 0.10
Cl -1.35704 -3.53009 1.77115 0.15
C -3.48577 -2.99223 0.22110 0.02
Cl -3.85350 -4.63813 0.19340 0.01
C -4.23952 -2.05529 -0.54351 0.24
Cl -5.51939 -2.57647 -1.44341 0.18
C -3.89388 -0.63847 -0.52523 0.11
Cl -4.76672 0.38800 -1.55922 0.05



71
Properties=species:S:1:pos:R:3:mulliken_charge:R:1 method="wB97M-V/def2-TZVPD" lumo_ev=1.59 e_homo_ha=-0.169 total_charge=-1 largest_force_ev_per_a=1.5
Na -0.16053 -2.02704 -0.40373 0.70
C -3.36022 -1.91929 -1.54775 -0.94
C -2.28057 -1.23501 -2.37223 -0.49
O -1.26447 -0.62463 -1.56391 -0.13
H -4.00780 -2.50338 -2.20361 0.43
H -3.96698 -1.19614 -1.00966 0.24
H -2.89157 -2.60201 -0.83681 0.19
H -2.72339 -0.49630 -3.04673 0.54
H -1.77701 -1.99433 -2.96666 0.25
H -1.52921 0.27732 -1.35672 0.03
F 4.36777 1.44858 -2.70344 -0.40
C 3.27567 1.18585 -1.93724 0.33
C 3.31372 0.13485 -1.04820 -0.91
C 2.18598 -0.10541 -0.26937 -0.17
C 1.02956 0.67281 -0.35203 0.34
C 1.05084 1.71498 -1.28317 -0.36
C 2.15592 1.97992 -2.08371 -0.64
H 4.20656 -0.47426 -0.97326 0.45
H 2.21525 -0.94067 0.43182 0.40
H 0.18000 2.34962 -1.40844 0.04
H 2.15033 2.77937 -2.81493 0.45
F -2.44523 0.88050 7.66225 -0.36
C -2.07633 0.79035 6.35487 0.42
C -2.80233 1.48418 5.41015 -0.77
C -2.42776 1.37639 4.07419 0.30
C -1.34691 0.59393 3.67032 -0.33
C -0.64461 -0.07562 4.67182 -0.30
C -0.99092 0.00991 6.01522 -0.75
Sb -0.39241 0.31756 1.54078 0.69
C -2.15363 1.30066 0.75856 0.68
C -3.36810 0.70766 1.10450 -1.07
C -4.58148 1.23933 0.69738 -0.72
C -4.57137 2.38074 -0.08035 0.29
F -5.75097 2.89424 -0.49359 -0.37
C -3.39962 3.01310 -0.43568 -0.79
C -2.19475 2.46781 0.00037 -0.06
C 0.74783 2.02697 2.21203 0.48
C 2.10940 1.89197 2.47065 -0.54
C 2.87137 2.96204 2.91882 -0.63
C 2.25458 4.18475 3.08208 0.30
F 2.98999 5.23999 3.51106 -0.36
C 0.91074 4.36499 2.82930 -0.72
C 0.16204 3.27198 2.41162 -0.23
H -3.63956 2.09663 5.72432 0.43
H -2.99447 1.93303 3.33217 0.17
H 0.21836 -0.68121 4.39568 0.23
H -0.43604 -0.51243 6.78515 0.42
H -3.35834 -0.18155 1.72645 0.49
H -5.52708 0.78578 0.96573 0.47
H -3.42554 3.92337 -1.02033 0.42
H -1.27866 2.98669 -0.24989 0.22
H 2.59364 0.93551 2.31059 0.33
H 3.92785 2.86095 3.13187 0.45
H 0.46436 5.34298 2.95773 0.45
H -0.90551 3.39438 2.27124 0.27
O -0.50695 -3.64697 -1.93441 -0.78
C 0.72821 -3.60834 -1.75153 0.39
O 1.28589 -3.43644 -0.64326 -0.80
C 1.65095 -3.61354 -2.95385 0.24
C 2.00008 -2.38309 -3.50668 -0.13
C 2.91198 -2.31066 -4.54909 -0.77
C 3.47703 -3.46482 -5.06113 -0.38
C 3.10889 -4.68713 -4.51610 -0.11
C 2.20724 -4.77315 -3.46316 -0.29
N 3.69165 -5.90803 -5.05448 1.02
O 4.46786 -5.81213 -5.99003 -0.64
O 3.36996 -6.97068 -4.55546 -0.62
H 1.55739 -1.47849 -3.10218 0.55
H 3.19627 -1.34890 -4.95581 0.43
H 4.19102 -3.44716 -5.87090 0.48
H 1.95414 -5.74288 -3.05921 0.53